1.
Here is a molecular structure, C29H21F6LaN7O5S2 at a distorted geometry from OMol25. Energies are from wB97M-V/def2-TZVPD.

Computed properties:
E_LUMO = 0.62 eV
charge = -1
HOMO-LUMO gap = 5.8706 eV

Atoms and positions in Å:
La: -1.05 -0.20 1.28
F: -6.04 1.90 3.86
C: -5.08 2.16 2.90
C: -4.37 1.13 2.39
C: -3.40 1.33 1.37
C: -3.34 2.58 0.75
C: -3.98 3.64 1.38
F: -3.75 4.96 1.00
C: -4.91 3.48 2.42
C: -2.43 2.75 -0.39
C: -2.73 3.75 -1.40
C: -1.75 4.11 -2.26
C: -0.45 3.50 -2.22
C: -0.29 2.46 -1.37
N: -1.29 2.02 -0.50
H: -4.64 0.12 2.72
H: -5.43 4.33 2.83
H: -3.80 4.03 -1.50
H: -1.88 4.85 -3.05
H: 0.30 3.81 -2.93
H: 0.70 1.94 -1.33
N: 0.54 1.28 2.67
N: -0.47 1.31 3.64
C: -0.74 0.16 4.31
N: -1.70 0.26 5.25
S: 0.09 -1.24 3.93
H: 1.26 0.69 3.06
H: 0.83 2.22 2.46
H: -0.99 2.20 3.68
H: -1.70 1.16 5.71
H: -1.65 -0.53 5.89
F: -4.33 -3.05 -4.28
C: -3.71 -2.44 -3.22
C: -2.63 -3.13 -2.64
C: -1.95 -2.56 -1.56
C: -2.29 -1.29 -1.10
C: -3.36 -0.66 -1.66
C: -4.08 -1.21 -2.75
H: -2.32 -4.11 -3.01
H: -1.13 -3.14 -1.12
H: -3.57 0.30 -1.27
H: -4.92 -0.60 -3.13
F: -0.47 -4.23 2.95
C: -1.09 -3.83 1.81
F: -0.19 -2.94 1.13
F: -1.29 -4.83 0.96
C: -2.41 -3.04 2.23
O: -3.28 -3.67 2.81
O: -2.44 -1.81 1.88
O: 9.92 -0.39 -1.66
S: 8.68 0.16 -1.18
O: 8.39 -0.09 0.27
O: 8.09 1.32 -1.87
C: 7.28 -0.78 -1.93
N: 7.46 -1.06 -3.20
C: 6.37 -1.34 -3.91
C: 5.10 -1.50 -3.33
C: 5.12 -1.29 -1.96
N: 6.19 -0.92 -1.23
C: 3.86 -1.30 -1.22
C: 3.81 -1.17 0.14
C: 2.58 -0.97 0.78
N: 1.42 -0.76 0.09
C: 1.47 -0.95 -1.25
C: 2.62 -1.29 -1.93
H: 6.56 -1.44 -4.97
H: 4.23 -1.71 -3.91
H: 4.80 -1.11 0.59
H: 2.54 -1.00 1.88
H: 0.54 -0.93 -1.82
H: 2.60 -1.39 -2.98

=====

2.
Here is a molecular structure, C5H10O from OMol25. Energies are from wB97M-V/def2-TZVPD.

Computed properties:
E_LUMO = 1.07 eV
HOMO-LUMO gap = 8.4932 eV

Atoms and positions in Å:
C: 2.58 -0.30 0.04
O: 1.31 -0.72 0.53
C: 0.30 -0.53 -0.31
C: -0.92 1.29 0.01
C: -1.92 0.17 -0.23
C: -1.04 -1.00 0.22
H: 2.60 0.79 -0.04
H: 2.79 -0.74 -0.94
H: 3.33 -0.63 0.76
H: 0.11 0.65 -0.70
H: -0.73 1.49 1.08
H: -1.06 2.23 -0.54
H: -2.13 0.10 -1.30
H: -2.89 0.23 0.28
H: -1.04 -1.06 1.32
H: -1.30 -1.98 -0.17

=====

3.
Here is 2 unconnected molecules or ions with the total composition CH3N2S at a distorted geometry from OMol25. Energies are from wB97M-V/def2-TZVPD.

Computed properties:
E_LUMO = -6.73 eV
charge = +1
HOMO-LUMO gap = 8.1384 eV

Atoms and positions in Å:
C: -0.28 -0.16 -0.06
N: -0.38 0.92 -0.80
N: 0.67 -0.91 0.34
S: -1.96 0.16 -0.22
H: -0.14 2.35 -0.03
H: 1.60 -0.50 0.14
H: 0.49 -1.87 0.64

=====

4.
Here is a molecular structure, C27H32BrCaN2O5P at a distorted geometry from OMol25. Energies are from wB97M-V/def2-TZVPD.

Computed properties:
E_LUMO = 0.04 eV
HOMO-LUMO gap = 8.9076 eV

Atoms and positions in Å:
Ca: 0.35 -0.58 -0.84
O: -5.10 2.47 -0.16
C: -3.89 1.87 -0.22
C: -3.47 0.96 0.75
C: -2.21 0.40 0.61
N: -1.42 0.73 -0.40
C: -1.82 1.54 -1.37
C: -3.06 2.16 -1.31
C: -0.85 1.63 -2.56
O: -1.08 2.45 -3.44
O: 0.10 0.78 -2.51
C: -1.67 -0.75 1.48
O: -2.37 -1.15 2.40
O: -0.56 -1.22 1.08
H: -5.57 2.19 0.63
H: -4.10 0.66 1.57
H: -3.39 2.82 -2.10
C: 2.00 -5.65 0.50
C: 0.84 -4.90 -0.08
C: -0.48 -5.25 0.18
C: -1.51 -4.50 -0.35
C: -1.17 -3.38 -1.11
Br: -2.53 -2.28 -1.82
N: 0.07 -3.01 -1.36
C: 1.05 -3.77 -0.86
H: 1.73 -6.68 0.71
H: 2.33 -5.19 1.43
H: 2.84 -5.65 -0.19
H: -0.70 -6.12 0.79
H: -2.54 -4.74 -0.17
H: 2.06 -3.44 -1.09
C: 5.90 -0.05 -0.33
C: 4.49 -0.13 -0.89
C: 4.30 -1.52 -1.50
C: 4.32 0.91 -2.00
P: 3.05 0.06 0.31
C: 3.47 -0.97 1.75
C: 4.60 -0.82 2.56
C: 4.80 -1.64 3.65
C: 3.88 -2.62 3.97
C: 2.74 -2.77 3.19
C: 2.54 -1.96 2.09
C: 2.87 1.80 0.98
C: 4.13 2.49 1.49
C: 2.22 2.67 -0.10
C: 1.87 1.65 2.14
H: 6.62 -0.11 -1.15
H: 6.11 -0.87 0.35
H: 6.09 0.89 0.20
H: 5.11 -1.74 -2.19
H: 3.36 -1.58 -2.06
H: 4.30 -2.29 -0.72
H: 4.97 0.65 -2.84
H: 4.60 1.91 -1.67
H: 3.29 0.95 -2.37
H: 5.33 -0.05 2.33
H: 5.68 -1.50 4.27
H: 4.03 -3.26 4.83
H: 1.99 -3.51 3.45
H: 1.62 -2.05 1.53
H: 4.88 2.59 0.70
H: 4.57 1.97 2.33
H: 3.88 3.50 1.82
H: 2.92 2.96 -0.88
H: 1.84 3.59 0.37
H: 1.37 2.18 -0.58
H: 2.29 1.08 2.96
H: 0.95 1.16 1.82
H: 1.61 2.64 2.52

=====

5.
Here is 2 unconnected molecules or ions with the total composition C5H14O at a distorted geometry from OMol25. Energies are from wB97M-V/def2-TZVPD.

Computed properties:
E_LUMO = 0.74 eV
HOMO-LUMO gap = 11.7523 eV
SMILES string = CC(C)(C)C.O

Atoms and positions in Å:
C: -1.05 0.11 -0.37
C: 1.34 -0.46 -0.49
C: 0.55 0.99 1.43
C: -0.10 -1.33 1.43
C: 0.20 -0.18 0.52
H: -1.17 -0.76 -1.03
H: -0.97 1.02 -0.99
H: -1.94 0.20 0.27
H: 0.94 -1.09 -1.30
H: 2.12 -1.03 0.05
H: 1.80 0.44 -0.93
H: 0.83 1.82 0.76
H: 1.46 0.62 1.92
H: -0.14 1.37 2.20
H: 0.67 -1.59 2.17
H: -0.29 -2.21 0.79
H: -1.03 -1.07 1.96
O: -1.24 1.42 -2.77
H: -1.26 0.71 -2.09
H: -0.73 1.03 -3.52

=====

6.
Here is a molecular structure, C6H24B3O2Rb2V at a distorted geometry from OMol25. Energies are from wB97M-V/def2-TZVPD.

Computed properties:
E_LUMO (alpha / beta) = -4.14 / -4.14 eV
2S+1 = 4
charge = +1
HOMO-LUMO gap (alpha / beta) = 6.7646 / 6.7735 eV

Atoms and positions in Å:
Rb: -10.71 -19.16 17.95
Rb: -5.40 -21.07 15.95
V: -4.11 -17.90 19.63
B: -5.43 -15.40 20.57
H: -4.90 -16.04 21.26
H: -6.34 -15.85 20.19
H: -5.69 -14.48 21.07
H: -4.79 -15.16 19.74
B: -6.63 -19.46 19.42
H: -6.54 -19.03 20.40
H: -5.74 -20.02 19.16
H: -7.53 -20.05 19.40
H: -6.69 -18.64 18.71
B: -3.08 -17.76 17.04
H: -2.49 -17.20 17.74
H: -3.10 -18.78 17.37
H: -4.10 -17.41 17.02
H: -2.72 -17.67 16.02
C: -7.54 -19.03 25.63
C: -8.28 -17.77 25.12
O: -8.00 -17.18 24.08
C: -9.58 -17.38 25.87
H: -8.19 -19.90 25.54
H: -7.15 -18.99 26.65
H: -6.61 -19.24 25.10
H: -10.27 -18.20 25.68
H: -10.04 -16.49 25.44
H: -9.47 -17.34 26.96
C: -10.68 -23.31 20.54
C: -12.17 -23.40 20.13
O: -12.82 -22.40 20.16
C: -12.67 -24.80 19.62
H: -10.54 -23.94 21.42
H: -10.42 -22.29 20.83
H: -10.04 -23.70 19.74
H: -12.53 -25.60 20.36
H: -12.32 -25.06 18.63
H: -13.76 -24.77 19.57

=====

Electronic energy values, unit eV, following the record order: -89917.668 -7390.433 -14889.327 -139511.599 -7458.740 -39717.139.